No. 1
C13H21N2O3PtSe2 | ωB97M-V/def2-TZVPD

Each line ends with the Löwdin charge.
Cartesian coordinates (Å):
Pt: -1.406 0.799 -0.818  0.832
C: -1.703 -1.599 1.776  -0.329
Se: -2.808 -0.696 0.468  1.002
C: -3.550 0.691 1.619  -0.495
C: -2.553 1.503 2.424  -0.513
Se: -1.231 2.479 1.365  0.936
C: 0.332 1.934 2.380  -0.384
H: -2.327 -1.848 2.631  0.047
H: -0.870 -0.969 2.071  0.010
H: -1.336 -2.514 1.318  0.036
H: -4.247 0.184 2.289  0.084
H: -4.129 1.303 0.928  0.065
H: -1.990 0.874 3.113  0.062
H: -3.105 2.228 3.020  0.076
H: 0.295 2.363 3.377  0.034
H: 1.203 2.317 1.851  0.030
H: 0.381 0.851 2.420  -0.003
N: -0.851 2.073 -2.396  -0.083
N: -1.972 1.988 -3.277  0.013
C: -3.225 1.946 -2.622  -0.679
O: -4.237 2.262 -3.170  0.125
O: -3.134 1.614 -1.340  -0.278
H: -0.758 3.027 -2.042  0.121
H: 0.001 1.830 -2.891  0.119
H: -1.952 2.622 -4.068  0.150
C: 0.594 -1.366 -2.341  -0.003
C: 1.081 -0.882 -1.019  -0.330
O: 0.409 -0.078 -0.349  -0.177
C: 2.368 -1.349 -0.477  -0.154
C: 3.179 -2.206 -1.225  -0.012
C: 4.391 -2.640 -0.714  -0.048
C: 4.795 -2.224 0.546  -0.044
C: 3.994 -1.372 1.298  -0.048
C: 2.786 -0.934 0.790  -0.001
H: -0.408 -0.993 -2.548  0.059
H: 0.587 -2.456 -2.354  0.107
H: 1.286 -1.045 -3.124  0.110
H: 2.874 -2.537 -2.207  0.114
H: 5.018 -3.300 -1.295  0.116
H: 5.740 -2.563 0.948  0.117
H: 4.315 -1.051 2.280  0.115
H: 2.164 -0.267 1.366  0.099

Atoms 1-2, force components in eV/Å:
-0.433 -0.644 -0.679
0.056 -0.002 -0.001

Computed properties:
HOMO level: -10.5 eV
E: -5765.147544 a.u.
total charge: +1
lowest unoccupied orbital energy: -3.6601 eV


No. 2
C5H4S2 | ωB97M-V/def2-TZVPD

Each line ends with the Löwdin charge.
Cartesian coordinates (Å):
C: 0.047 -0.413 -0.045  -0.408
C: -1.028 0.583 -0.087  -0.764
C: 1.070 0.613 0.084  -0.751
C: -0.048 -1.727 -0.024  0.122
C: -0.030 1.707 0.022  -0.136
S: -2.650 0.491 0.024  0.726
S: 2.665 0.513 0.000  0.759
H: 0.805 -2.465 -0.029  0.101
H: -1.145 -2.064 -0.252  0.109
H: 0.048 2.475 -0.658  0.089
H: -0.350 2.145 1.029  0.154

Atoms 1-2, force components in eV/Å:
-0.332 -0.337 0.641
-1.525 -0.126 -0.347

Computed properties:
HOMO level: -8.8 eV
E: -989.193505 a.u.
lowest unoccupied orbital energy: -1.5872 eV
ΔE to the lowest compared entry with this formula, charge and spin: 187.7 kJ/mol


No. 3
C32H41As3F16N3O5STl | ωB97M-V/def2-TZVPD

Each line ends with the Löwdin charge.
Cartesian coordinates (Å):
Tl: -0.412 -0.203 -0.507  0.814
C: -1.222 -0.535 3.386  -0.075
N: -1.728 0.544 2.542  -0.204
C: -3.127 0.325 2.183  -0.200
C: -3.495 -0.788 1.175  -0.229
N: -3.138 -0.526 -0.207  -0.062
C: -4.051 -0.375 -1.134  -0.226
C: -5.488 -0.324 -1.053  -0.128
F: -6.139 -0.456 0.145  0.028
C: -6.316 -0.107 -2.132  -0.175
F: -7.651 -0.028 -1.930  0.077
C: -5.820 0.036 -3.415  -0.176
F: -6.647 0.272 -4.469  0.052
C: -4.441 -0.043 -3.575  -0.170
F: -3.920 0.069 -4.816  0.079
C: -3.615 -0.228 -2.499  -0.158
F: -2.281 -0.277 -2.744  -0.035
C: -1.614 1.847 3.211  -0.128
C: -0.311 2.645 3.068  -0.368
N: 0.173 2.862 1.769  0.086
C: 0.009 4.026 1.160  -0.200
C: 0.758 4.294 -0.019  -0.154
F: 1.603 3.337 -0.461  0.055
C: 0.687 5.469 -0.726  -0.164
F: 1.442 5.635 -1.830  0.084
C: -0.142 6.500 -0.308  -0.170
F: -0.185 7.677 -0.975  0.063
C: -0.927 6.283 0.811  -0.166
F: -1.785 7.241 1.213  0.085
C: -0.863 5.097 1.510  -0.128
F: -1.742 4.959 2.540  0.062
H: -1.870 -0.679 4.269  0.089
H: -0.215 -0.309 3.721  0.078
H: -1.183 -1.459 2.817  0.071
H: -3.493 1.259 1.750  0.117
H: -3.704 0.112 3.104  0.116
H: -4.569 -0.934 1.311  0.097
H: -2.989 -1.720 1.444  0.089
H: -1.777 1.744 4.297  0.131
H: -2.383 2.509 2.814  0.117
H: 1.392 1.645 3.047  0.154
H: -0.427 3.552 3.660  0.106
C: 0.422 0.663 -4.853  -0.325
As: 1.502 -0.491 -3.674  1.096
C: 1.573 -1.994 -4.979  -0.335
C: 3.218 0.389 -4.183  -0.367
C: 4.516 -0.018 -3.459  -0.680
C: 5.659 0.768 -4.123  -0.072
C: 4.486 0.360 -1.968  -0.355
As: 3.208 -0.512 -0.676  1.109
C: 4.116 0.332 0.860  -0.323
C: 4.172 -2.216 -0.414  -0.333
C: 4.712 -1.524 -3.671  -0.387
As: 6.290 -2.620 -3.123  1.134
C: 7.275 -2.494 -4.843  -0.363
C: 7.603 -1.506 -2.136  -0.348
H: -0.616 0.330 -4.827  0.007
H: 0.784 0.631 -5.882  0.020
H: 0.454 1.691 -4.498  0.021
H: 2.052 -1.722 -5.922  0.016
H: 0.546 -2.296 -5.188  0.017
H: 2.092 -2.848 -4.546  -0.002
H: 3.051 1.458 -4.026  0.076
H: 3.358 0.245 -5.262  0.072
H: 5.476 1.840 -4.041  0.084
H: 5.739 0.514 -5.183  0.078
H: 6.611 0.554 -3.639  0.053
H: 4.256 1.428 -1.894  0.076
H: 5.492 0.220 -1.563  0.042
H: 5.201 0.232 0.783  0.012
H: 3.822 -0.148 1.793  0.021
H: 3.887 1.392 0.918  0.014
H: 5.258 -2.097 -0.413  -0.004
H: 3.897 -2.949 -1.170  -0.019
H: 3.856 -2.612 0.548  0.017
H: 4.625 -1.730 -4.745  0.066
H: 3.859 -2.013 -3.192  0.014
H: 6.746 -3.044 -5.621  0.007
H: 8.270 -2.928 -4.739  0.008
H: 7.379 -1.456 -5.158  0.005
H: 7.166 -1.062 -1.246  -0.008
H: 8.039 -0.724 -2.755  0.005
H: 8.409 -2.167 -1.811  0.010
C: 1.142 -4.158 -1.544  0.012
C: 0.685 -3.636 -0.158  -0.548
O: 1.026 -2.389 0.139  -0.357
C: 1.266 -4.627 0.910  -0.537
F: 0.980 -4.272 2.173  0.138
F: 0.843 -5.917 0.789  0.109
F: 2.611 -4.697 0.833  0.117
C: -0.871 -3.829 -0.119  -0.551
F: -1.474 -3.036 -1.019  0.100
F: -1.295 -5.090 -0.409  0.111
F: -1.408 -3.543 1.082  0.129
H: 2.229 -4.155 -1.569  0.066
H: 0.770 -3.461 -2.293  0.072
H: 0.773 -5.164 -1.738  0.086
O: 2.567 2.383 5.551  -0.291
S: 1.540 3.169 4.939  0.492
O: 0.393 3.440 5.753  -0.278
O: 0.785 1.909 3.780  -0.103
O: 1.946 4.195 4.030  -0.261

Atoms 1-2, force components in eV/Å:
-0.028 0.025 0.390
-0.121 0.162 -0.276

Computed properties:
HOMO level: -2.3 eV
E: -10660.250393 a.u.
total charge: -2
lowest unoccupied orbital energy: 3.6331 eV
ΔE to the lowest compared entry with this formula, charge and spin: 0.0 kJ/mol


No. 4
C23H32BCaFNO14P | ωB97M-V/def2-TZVPD

Each line ends with the Löwdin charge.
Cartesian coordinates (Å):
C: 2.737 -1.856 4.489  0.107
C: 3.424 -1.613 3.536  -0.149
C: 4.274 -1.374 2.386  -0.192
C: 3.453 -1.022 1.134  -0.153
C: 2.123 -0.341 1.441  -0.220
O: 2.455 0.972 2.001  -0.132
P: 1.391 2.069 1.581  0.367
O: 0.950 1.925 0.196  -0.231
O: 2.179 3.440 1.776  -0.074
O: 0.223 2.212 2.662  -0.150
C: -1.073 1.720 2.305  -0.161
C: -1.047 0.306 2.743  -0.225
C: -1.165 0.092 4.100  -0.018
C: -1.039 -1.157 4.589  -0.038
C: -0.794 -2.214 3.774  -0.271
C: -0.550 -3.550 4.343  -0.181
C: -0.744 -2.039 2.406  -0.039
C: -0.875 -0.759 1.907  -0.042
H: 2.377 -2.098 5.453  0.032
H: 4.789 -2.316 2.190  0.113
H: 5.072 -0.667 2.599  0.117
H: 3.284 -1.937 0.566  0.115
H: 3.973 -0.340 0.463  0.119
H: 1.505 -0.946 2.101  0.090
H: 1.589 -0.255 0.497  0.104
H: 1.555 4.084 2.127  0.085
H: -1.406 1.910 1.290  0.128
H: -1.796 2.214 2.953  0.127
H: -1.313 0.925 4.769  0.127
H: -1.104 -1.283 5.659  0.126
H: -1.275 -3.883 5.090  0.103
H: -0.468 -4.243 3.505  -0.114
H: 0.454 -3.557 4.836  0.094
H: -0.556 -2.846 1.702  0.112
H: -0.804 -0.574 0.843  0.129
Ca: -0.413 -5.770 2.810  1.672
C: 0.391 3.994 -2.356  -0.115
O: 0.335 4.672 -3.601  -0.194
C: 1.509 5.398 -3.932  -0.220
C: 2.285 4.718 -5.043  -0.217
N: 2.900 3.478 -4.585  -0.050
C: 3.401 2.613 -5.651  -0.201
C: 2.424 2.106 -6.710  -0.231
O: 1.473 1.168 -6.241  -0.181
C: 0.355 1.723 -5.571  -0.096
H: -0.620 3.681 -2.103  0.089
H: 1.016 3.098 -2.409  0.064
H: 0.761 4.647 -1.561  0.086
H: 2.135 5.573 -3.053  0.122
H: 1.174 6.372 -4.300  0.120
H: 3.068 5.395 -5.399  0.122
H: 1.583 4.547 -5.869  0.102
H: 2.226 2.956 -4.044  0.066
H: 3.835 1.738 -5.161  0.118
H: 4.223 3.132 -6.156  0.116
H: 3.015 1.568 -7.455  0.119
H: 1.926 2.920 -7.251  0.111
H: 0.056 2.684 -5.996  0.088
H: 0.550 1.827 -4.501  0.071
H: -0.475 1.025 -5.682  0.088
B: -5.576 -4.027 1.104  -0.840
O: -5.906 -5.268 1.857  0.265
C: -4.816 -5.709 2.430  -0.404
O: -4.698 -6.686 3.114  0.155
C: -3.676 -4.759 2.076  -0.360
O: -2.511 -4.897 2.462  -0.086
O: -4.091 -3.817 1.336  0.298
O: -5.859 -4.175 -0.318  0.233
C: -6.730 -3.218 -0.676  -0.376
O: -7.168 -3.061 -1.769  0.184
C: -7.043 -2.383 0.561  -0.376
O: -7.774 -1.449 0.619  0.185
O: -6.342 -2.889 1.588  0.237
F: 1.258 -3.920 3.424  -0.570

Atoms 1-2, force components in eV/Å:
0.815 0.229 -0.061
0.041 0.047 0.718

Computed properties:
HOMO level: -8.4 eV
E: -3147.551715 a.u.
lowest unoccupied orbital energy: -2.9795 eV


No. 5
C13H22FN2O4STeY | ωB97M-V/def2-TZVPD

Each line ends with the Löwdin charge.
Cartesian coordinates (Å):
Y: 0.549 -0.241 -1.437  1.152
C: 1.546 2.779 -2.847  0.002
C: 1.942 2.637 -1.390  -0.506
C: 2.938 3.670 -0.940  -0.016
O: 2.488 1.275 -1.212  -0.127
C: 0.688 2.679 -0.500  -0.584
O: 0.479 3.635 0.218  0.079
O: -0.054 1.615 -0.621  -0.159
H: 2.431 2.750 -3.484  0.099
H: 1.025 3.726 -3.002  0.110
H: 0.873 1.979 -3.161  0.068
H: 3.828 3.645 -1.580  0.096
H: 3.225 3.505 0.099  0.097
H: 2.490 4.659 -1.003  0.100
H: 3.447 1.307 -1.267  0.115
F: -0.695 -0.080 -2.925  -0.490
Te: 2.386 -2.225 -2.280  0.680
C: 0.776 -3.557 -2.010  -1.062
C: -0.560 -3.263 -1.921  -0.304
C: -1.402 -4.407 -1.737  -0.206
C: -0.679 -5.558 -1.661  -0.432
S: 0.996 -5.244 -1.851  0.919
H: -0.958 -2.265 -2.039  0.042
H: -2.484 -4.370 -1.664  0.100
H: -1.040 -6.571 -1.534  0.063
C: 1.148 0.832 2.483  -0.005
N: -0.284 0.539 2.415  -0.102
C: -1.151 1.499 3.096  -0.023
C: -0.724 -0.345 1.520  -0.481
O: 0.064 -0.846 0.674  -0.114
N: -2.054 -0.680 1.548  -0.135
C: -2.590 -1.337 0.363  -0.033
C: -2.593 -1.210 2.803  -0.038
H: 1.439 0.957 3.526  0.096
H: 1.363 1.757 1.945  0.086
H: 1.713 0.013 2.055  0.094
H: -0.774 2.500 2.889  0.097
H: -1.153 1.337 4.176  0.092
H: -2.163 1.426 2.713  0.093
H: -2.293 -0.818 -0.543  0.078
H: -3.677 -1.276 0.409  0.099
H: -2.291 -2.386 0.295  0.088
H: -2.094 -0.764 3.659  0.078
H: -2.462 -2.296 2.852  0.100
H: -3.658 -0.984 2.870  0.094

Atoms 1-2, force components in eV/Å:
0.574 -0.239 1.243
0.019 0.149 -0.089

Computed properties:
HOMO level: -7.1 eV
E: -1723.625733 a.u.
lowest unoccupied orbital energy: 0.2689 eV
ΔE to the lowest compared entry with this formula, charge and spin: 57.0 kJ/mol


Which value of HOMO level does entry 1 give? -10.5 eV


What is the HOMO level in the second record? -8.8 eV


E of number 5 (C13H22FN2O4STeY)? -1723.625733 a.u.


Which formula does entry 3 have? C32H41As3F16N3O5STl